The following is a DFT calculation (ωB97M-V/def2-TZVPD) of a 2-piece molecular cluster, C3H7NOS overall.

Summary:
- Orbital gap: 10.3 eV
- HOMO level: -9.7 eV
- E_LUMO: 0.62 eV

The geometry in XYZ format:
```
13
Properties=species:S:1:pos:R:3:forces:R:3:nbo_charge:R:1
C 0.243815 -1.172312 0.562347 -1.15 -0.04 -0.02 0.3516
C -0.374240 0.887351 -0.294018 0.51 1.88 1.61 -0.6221
C -0.800458 -0.221384 0.666810 -0.75 -0.22 0.63 -0.5310
N 1.135740 -1.857746 0.483663 2.22 -1.84 -0.20 -0.4059
O 2.595437 0.993692 0.156432 0.77 0.01 -1.52 -1.0135
S 3.669636 0.060371 -0.402891 -1.06 -0.61 5.09 0.8112
H -0.419490 0.421836 -1.226493 -0.14 -0.49 -1.82 0.2055
H 0.724223 1.203499 -0.161095 -1.95 -0.42 0.12 0.2904
H -1.064608 1.750549 -0.289268 0.40 -0.37 0.06 0.2119
H -1.788625 -0.668275 0.525181 0.13 -0.08 -1.05 0.2459
H -0.901492 -0.165060 1.741536 0.39 1.57 0.62 0.2518
H 4.483784 0.048624 0.870850 -0.31 -0.39 -2.36 0.0698
H 3.112423 -1.197493 0.114038 0.96 1.01 -1.18 0.1343
```
Positions in Å, forces in eV/Å.

---

The following is a DFT calculation (ωB97M-V/def2-TZVPD) of a 10-piece molecular cluster, C3H26NO11 overall.

Summary:
- Orbital gap: 11.1 eV
- Total charge: +1
- HOMO level: -13.7 eV
- E_LUMO: -2.69 eV

The geometry in XYZ format:
```
41
Properties=species:S:1:pos:R:3:forces:R:3:nbo_charge:R:1
O 0.445639 1.060784 -0.264392 1.09 -0.73 0.38 -0.6366
C 1.285179 1.087618 0.613778 0.51 1.47 0.42 0.7762
O 1.808481 2.181509 1.152540 0.04 -0.27 -0.65 -0.6933
C 1.826394 -0.136410 1.353251 -1.89 -3.04 -0.36 -0.1200
C 0.954297 -0.367742 2.619864 0.21 1.01 0.17 -0.6524
N 1.429112 -1.410580 0.460972 2.76 1.01 1.07 -0.7432
H 1.523428 3.068994 0.628097 -0.63 -1.27 0.79 0.5204
H 2.903740 -0.206978 1.518787 -0.27 0.50 -0.03 0.2532
H 1.211436 -1.222088 3.248384 0.82 0.28 -0.01 0.2399
H 1.045373 0.601858 3.150729 -0.43 -0.83 0.25 0.2535
H -0.092539 -0.641929 2.388942 0.34 0.84 -0.34 0.2406
H 1.983588 -2.257548 0.750726 -0.60 1.12 -0.19 0.4319
H 1.741705 -1.205466 -0.505866 -0.98 -0.40 0.14 0.4667
H 0.457875 -1.611108 0.722518 -0.34 -0.27 -1.03 0.4839
H -1.896830 2.488073 2.560720 -0.04 -0.27 0.38 0.4995
H -1.401925 1.509819 1.424203 0.14 -0.60 0.41 0.4858
O -1.721287 2.383322 1.629819 -0.10 0.80 -0.56 -0.9711
H 1.426170 3.676813 -1.022617 -0.83 0.39 -0.33 0.4966
H -0.024795 4.079528 -0.465627 -0.14 -0.52 -0.50 0.5327
O 0.911497 3.997760 -0.268604 1.40 0.67 0.23 -0.9193
H -0.711295 -3.182280 -0.719095 -0.29 -0.22 -0.54 0.5106
H -0.929163 -2.832203 -2.295724 -0.35 -0.75 -0.33 0.5028
O -0.628379 -2.544546 -1.443753 0.74 0.92 0.77 -1.0016
H 1.452510 -2.122772 -2.122637 -0.04 -0.10 -0.54 0.4886
H 2.574421 -1.638088 -3.047827 -0.01 0.20 -0.14 0.4810
O 2.398743 -2.214102 -2.306103 0.06 -0.37 0.89 -0.9609
H 0.645632 -0.540717 -4.002317 -0.28 -0.85 0.80 0.4752
H 0.498283 0.517749 -3.089635 -0.19 0.62 1.06 0.4816
O 0.478169 -0.440549 -3.033619 0.18 0.58 -2.06 -0.9525
H -1.318959 -0.800010 -0.858069 -0.46 0.08 0.79 0.5073
H -1.755959 0.557884 -0.417391 -0.04 0.16 0.26 0.4773
O -1.905289 -0.363441 -0.182195 1.09 0.14 -1.39 -0.9848
H -1.684433 -2.694608 1.151742 -0.31 0.08 0.28 0.5327
H -0.640361 -3.705478 1.753463 -0.17 0.65 -0.21 0.5001
O -0.727939 -2.835291 1.318497 0.16 -0.92 0.19 -1.0184
H -4.207806 -2.176887 0.747126 -0.64 -0.08 0.16 0.4964
H -3.044215 -1.728521 -0.184794 -0.45 -0.17 1.08 0.5083
O -3.269051 -2.242484 0.627319 0.56 -0.37 -0.86 -0.9890
H -1.902455 2.006594 -1.472900 -0.39 0.37 0.15 0.4732
H -1.842389 2.894341 -0.130164 -0.45 -0.49 -0.01 0.5091
O -1.498477 2.751892 -1.022908 0.21 0.62 -0.58 -0.9819
```
Positions in Å, forces in eV/Å.

---

The following is a DFT calculation (ωB97M-V/def2-TZVPD) of an isolated ion of composition C2H5N4 and charge +1.

Summary:
- Orbital gap (alpha / beta): 8.7 / 8.7 eV
- Total charge: +1
- HOMO level (alpha / beta): -14.6 / -14.6 eV
- SMILES: C1=[NH+]CN=NN1
- E_LUMO (alpha / beta): -5.89 / -5.89 eV

The geometry in XYZ format:
```
11
Properties=species:S:1:pos:R:3:forces:R:3:nbo_charge:R:1
C -0.507878 -0.630577 0.700238 1.32 3.04 2.25 0.3205
N 0.185770 -0.488810 -0.400617 -0.67 0.27 0.72 -0.4532
C 0.489412 0.820589 -0.950238 -1.45 -0.82 1.73 -0.1512
N 0.899448 1.643571 0.174457 0.75 0.66 -1.12 -0.1001
N 0.301377 1.570936 1.219090 0.82 1.74 2.71 0.1091
N -0.670693 0.756369 1.564147 -0.59 -6.04 -5.93 -0.3820
H -0.484390 -1.561216 1.312402 -0.33 0.62 -0.83 0.2576
H 0.849551 -1.150481 -0.790448 -0.65 -1.08 0.46 0.4596
H -0.295775 1.246607 -1.492373 -2.14 0.84 -0.02 0.2464
H 1.115614 0.672912 -1.757441 2.57 -0.06 -0.90 0.2431
H -1.000287 0.506283 2.475135 0.39 0.83 0.92 0.4503
```
Positions in Å, forces in eV/Å.

---

The following is a DFT calculation (ωB97M-V/def2-TZVPD) of C56H86N5O3Pb as an isolated structure.

Summary:
- Orbital gap: 5.1 eV
- Total charge: +1
- HOMO level: -8.9 eV
- E_LUMO: -3.79 eV

The geometry in XYZ format:
```
151
Properties=species:S:1:pos:R:3:forces:R:3:lowdin_charge:R:1
Pb -0.529738 -0.157577 -0.233309 -0.15 -0.12 0.26 1.5568
C 4.836348 0.956265 -6.132604 -0.04 0.00 -0.02 -0.0545
C 5.143030 -0.283438 -5.280525 0.00 0.01 0.02 -0.5597
C 5.362768 -1.466320 -6.225080 0.00 -0.01 -0.03 -0.0658
C 6.443098 -0.041242 -4.494947 -0.01 0.00 -0.02 -0.0469
C 4.005463 -0.540792 -4.289381 0.06 -0.12 0.01 -0.1687
C 3.549273 0.478410 -3.471315 -0.14 0.10 -0.02 -0.0022
C 2.551008 0.273469 -2.524541 0.28 0.08 0.08 -0.1508
C 2.238206 1.415335 -1.592249 0.03 -0.12 0.12 -0.1277
N 0.809830 1.793196 -1.460473 -0.05 0.19 -0.05 -0.2094
C 0.231757 2.044316 -2.792024 -0.01 -0.10 -0.02 -0.1407
C -0.670293 0.909156 -3.233249 -0.05 -0.01 -0.01 -0.1545
N -1.712331 0.548979 -2.236198 0.12 0.15 0.07 -0.2239
C -2.630233 1.698267 -1.999587 -0.01 -0.06 -0.14 -0.1266
C -2.821676 2.169227 -0.563948 0.14 -0.01 -0.09 -0.1749
N -1.570655 2.330198 0.205787 -0.18 0.07 -0.29 -0.1934
C -0.717037 3.416763 -0.304041 0.11 -0.08 -0.18 -0.1388
C 0.713416 2.972157 -0.598305 -0.06 0.05 0.03 -0.1690
C -1.949767 2.546018 1.589393 0.04 0.16 0.13 -0.1102
C -0.797290 2.597404 2.570125 -0.13 0.22 0.28 -0.1832
C -0.006244 3.860785 2.662563 -0.14 0.07 0.19 0.0163
C 1.056279 4.153036 3.435292 0.18 -0.12 -0.11 -0.1114
C 1.797603 3.259566 4.356603 -0.07 0.12 0.09 0.0202
C 1.981045 1.932762 4.422279 0.09 -0.13 0.00 -0.0779
C 1.356073 1.097334 3.347113 0.19 0.12 0.16 -0.3025
O 0.802584 -0.250407 3.718547 0.26 0.05 -0.02 0.0269
C 2.965378 1.349600 5.449226 0.06 0.02 -0.08 -0.5303
C 2.992479 -0.181794 5.458106 -0.05 -0.04 -0.08 -0.0416
C 2.596349 1.824088 6.860120 -0.07 0.03 0.03 -0.0362
C 4.379511 1.853562 5.100822 -0.02 -0.02 0.00 -0.0246
C 1.544514 5.621953 3.465767 -0.01 -0.03 0.06 -0.5399
C 1.280015 6.347230 2.141573 -0.03 0.01 -0.03 -0.0524
C 3.056303 5.725639 3.748188 -0.01 -0.07 -0.07 -0.0479
C 0.777449 6.334812 4.593032 0.06 -0.01 0.03 -0.0309
C -2.412209 -0.666388 -2.741563 0.02 -0.09 0.03 -0.1273
C -2.913030 -1.755773 -1.803637 0.04 -0.06 -0.05 -0.1466
C -3.076488 -2.990469 -2.451307 -0.05 0.16 -0.14 -0.0086
C -3.762709 -4.040682 -1.886744 -0.04 -0.06 0.02 -0.1698
C -4.383433 -3.774806 -0.662051 -0.11 0.00 0.12 0.0167
C -4.240269 -2.586630 0.034937 0.09 -0.10 0.04 -0.0880
C -3.351669 -1.588377 -0.472645 0.09 0.03 0.04 -0.3382
O -2.937045 -0.568424 0.269657 -0.13 0.04 -0.32 -0.3242
C -5.076927 -2.313731 1.289290 -0.06 0.01 -0.03 -0.5382
C -6.050661 -3.451877 1.593484 -0.10 0.02 0.02 -0.0663
C -5.892604 -1.030117 1.061831 -0.04 0.05 0.00 -0.0391
C -4.202146 -2.114961 2.526613 0.15 -0.14 0.24 -0.0658
C -3.887552 -5.421421 -2.532754 0.00 0.03 0.02 -0.5561
C -5.363196 -5.759361 -2.790605 -0.02 0.02 0.01 -0.0466
C -3.288626 -6.470456 -1.584265 0.03 -0.02 -0.01 -0.0448
C -3.140098 -5.497085 -3.864586 0.00 0.02 -0.03 -0.0613
C 1.976389 -0.997816 -2.356254 -0.32 0.08 0.07 -0.3159
O 1.024946 -1.171415 -1.442462 0.28 -0.22 -0.13 -0.3561
C 2.416416 -2.059169 -3.176177 0.05 -0.11 -0.14 -0.0767
C 3.421102 -1.794426 -4.106858 -0.05 0.00 -0.05 0.0340
C 1.823164 -3.469546 -3.029381 -0.01 0.06 -0.02 -0.5244
C 0.302640 -3.445661 -3.265830 0.07 0.05 0.03 -0.0466
C 2.126412 -4.024778 -1.627296 -0.04 0.02 -0.01 -0.0379
C 2.419954 -4.447567 -4.043673 0.02 -0.04 -0.04 -0.0705
H 5.649924 1.138003 -6.839844 -0.03 -0.01 0.03 0.0848
H 4.724878 1.854254 -5.521007 0.01 -0.04 -0.04 0.0700
H 3.913326 0.816421 -6.701583 0.04 0.01 0.02 0.0907
H 6.111192 -1.196661 -6.973569 -0.01 -0.03 0.03 0.0857
H 4.444141 -1.738159 -6.751742 0.05 0.02 0.01 0.0906
H 5.731569 -2.347214 -5.694410 -0.04 0.02 -0.01 0.0859
H 7.281136 0.124852 -5.179034 -0.06 0.00 0.04 0.0856
H 6.677158 -0.904689 -3.867599 0.00 0.04 -0.02 0.0890
H 6.354549 0.834176 -3.846388 0.00 -0.04 -0.03 0.0788
H 3.971925 1.475551 -3.564976 0.01 -0.05 0.05 0.1106
H 2.780223 2.294216 -1.965775 0.07 0.05 0.09 0.1251
H 2.622052 1.205821 -0.583032 -0.15 -0.03 -0.17 0.1144
H 1.027777 2.124006 -3.536583 0.02 0.05 -0.02 0.1380
H -0.293329 2.998823 -2.799735 0.00 -0.01 0.01 0.1092
H -0.053788 0.024453 -3.391935 -0.05 0.03 0.01 0.1114
H -1.139195 1.176140 -4.187876 -0.05 -0.04 -0.03 0.1446
H -3.627216 1.435606 -2.356248 -0.02 -0.02 -0.06 0.1343
H -2.296495 2.527733 -2.623627 -0.01 0.01 -0.03 0.1122
H -3.422680 1.426481 -0.048436 0.02 -0.02 0.07 0.0885
H -3.374360 3.120687 -0.598807 0.03 0.00 -0.01 0.1392
H -0.654898 4.226071 0.426163 -0.10 -0.05 -0.37 0.0974
H -1.178376 3.851991 -1.192052 0.01 -0.06 0.00 0.1203
H 1.224903 2.738587 0.343639 -0.16 0.06 -0.19 0.0927
H 1.242511 3.825066 -1.047331 0.08 0.06 0.02 0.1384
H -2.664690 1.769320 1.865218 0.09 -0.12 0.00 0.1297
H -2.468048 3.513036 1.682469 -0.14 -0.02 0.10 0.1521
H -0.436749 4.669520 2.087869 0.04 -0.03 0.30 0.0914
H 2.390172 3.811450 5.072783 -0.13 0.05 0.07 0.0939
H 2.049149 -0.607829 5.802456 0.05 0.03 -0.02 0.0873
H 3.778301 -0.511121 6.139225 -0.02 -0.01 -0.01 0.0957
H 3.216225 -0.602968 4.474397 -0.01 0.02 0.06 0.0876
H 1.570153 1.541460 7.111194 0.06 0.01 0.00 0.0912
H 2.691123 2.905694 6.973441 -0.01 -0.04 -0.01 0.0817
H 3.263297 1.356576 7.587499 -0.02 0.03 -0.02 0.0944
H 4.691356 1.505418 4.113434 0.00 0.01 0.02 0.0879
H 5.096525 1.473921 5.832044 -0.02 0.02 -0.02 0.0950
H 4.428409 2.944148 5.106964 0.01 -0.05 0.01 0.0795
H 1.729291 5.813503 1.299934 0.00 0.02 0.02 0.0930
H 1.724315 7.342169 2.186394 -0.02 -0.02 -0.02 0.0918
H 0.217883 6.493295 1.936406 0.02 -0.01 0.02 0.0798
H 3.635659 5.037279 3.125945 -0.03 0.04 0.02 0.0973
H 3.305394 5.538276 4.793630 0.00 -0.01 -0.05 0.0793
H 3.392233 6.738199 3.525673 0.00 0.00 0.01 0.0895
H -0.295435 6.350356 4.385666 0.05 0.00 0.01 0.0890
H 1.124650 7.366691 4.692039 -0.02 -0.06 -0.01 0.0958
H 0.936433 5.836440 5.554672 -0.02 0.04 -0.06 0.0885
H -1.717158 -1.156918 -3.421909 0.01 0.01 -0.04 0.1052
H -3.248239 -0.318551 -3.358532 -0.05 -0.02 -0.02 0.1362
H -2.666486 -3.095261 -3.452172 0.02 0.03 0.10 0.1064
H -5.016402 -4.547133 -0.240368 0.07 0.06 -0.04 0.0945
H -6.724472 -3.635100 0.754358 0.00 -0.01 0.04 0.0912
H -6.661668 -3.181885 2.458941 0.02 -0.02 -0.03 0.0867
H -5.530262 -4.383722 1.829214 -0.03 0.05 -0.01 0.0886
H -6.552845 -1.151269 0.201007 -0.01 0.02 0.02 0.0944
H -5.231266 -0.180537 0.873291 -0.04 -0.09 0.01 0.0656
H -6.511854 -0.805540 1.938107 0.04 -0.04 -0.06 0.0834
H -3.618782 -3.020829 2.737662 -0.02 0.15 -0.02 0.0985
H -4.829016 -1.896051 3.400924 0.05 -0.02 -0.07 0.0831
H -3.541354 -1.277857 2.315938 0.18 0.09 0.04 0.0355
H -5.938994 -5.786916 -1.862611 0.02 0.01 -0.04 0.0763
H -5.452345 -6.740439 -3.266933 0.02 0.06 0.04 0.0861
H -5.818440 -5.015828 -3.449599 0.01 -0.03 0.03 0.0899
H -3.816888 -6.491833 -0.628127 0.03 0.00 -0.04 0.0780
H -2.236191 -6.250856 -1.385151 -0.04 -0.02 0.00 0.0876
H -3.353831 -7.468205 -2.028360 0.00 0.05 0.03 0.0859
H -3.567244 -4.815935 -4.606219 0.03 -0.03 0.04 0.0894
H -3.213122 -6.510181 -4.266397 0.01 0.04 0.01 0.0884
H -2.080806 -5.257130 -3.743963 -0.07 -0.04 -0.03 0.0631
H 3.756029 -2.607652 -4.734563 0.01 0.04 0.05 0.0847
H -0.204799 -2.803595 -2.547318 0.04 -0.05 -0.01 0.0562
H -0.102985 -4.457399 -3.165834 0.04 0.07 0.00 0.0733
H 0.078733 -3.090910 -4.277542 0.01 -0.03 0.01 0.0980
H 1.681508 -3.402899 -0.852545 0.00 0.01 0.00 0.0690
H 3.206482 -4.068519 -1.463441 -0.04 -0.01 0.00 0.0900
H 1.726687 -5.039851 -1.534264 0.02 0.06 -0.01 0.0853
H 2.264694 -4.115485 -5.073794 -0.01 -0.03 0.05 0.0884
H 1.929278 -5.417038 -3.930467 0.03 0.02 0.00 0.0868
H 3.490767 -4.597845 -3.883964 -0.04 0.01 -0.02 0.0886
C -3.211794 0.984784 5.105448 -0.07 0.04 0.05 0.0490
C -1.973681 0.959336 4.304819 -0.22 0.47 0.19 -0.1765
C -1.084923 2.062774 4.044928 0.22 0.43 0.06 0.0279
C -0.066338 1.460735 3.078687 -0.03 -0.14 -0.03 -0.2507
N -0.400066 0.061509 2.955448 -0.08 -0.16 0.03 0.0264
N -1.530019 -0.120773 3.752589 -0.17 -0.76 -0.44 0.2081
C 2.232345 0.988308 2.112561 0.02 -0.16 0.13 0.0365
H -3.033053 1.563301 6.012485 -0.04 -0.01 0.01 0.1107
H -3.561357 -0.013118 5.359892 0.01 0.00 0.00 0.0995
H -3.992535 1.500064 4.539367 0.03 0.02 0.00 0.1171
H -0.882914 2.782113 4.824830 0.02 -0.05 0.04 0.1680
H -2.050371 -0.992711 3.656600 0.08 0.02 -0.01 0.1734
H 2.405931 1.986568 1.703867 0.06 -0.12 0.13 0.0916
H 1.764086 0.350685 1.358104 0.08 0.08 0.06 0.0472
H 3.196515 0.551524 2.376957 -0.04 0.01 -0.02 0.1029
```
Positions in Å, forces in eV/Å.

---

no.,largest force on an atom (Eh/bohr)
1,0.1019
2,0.0700
3,0.1649
4,0.0174